w) DFT (ωB97M-V with the def2-TZVPD basis set) results for 2 unconnected molecules or ions with the total composition C5H8S.

Properties
Orbital gap: 0.2995 Ha
SMILES: C=CC=C.C=S
Highest occupied orbital energy: -0.3073 hartree

XYZ file:
```
14
Properties=species:S:1:pos:R:3:lowdin_charge:R:1
C 1.99 0.10 -0.13 0.0046
C 1.05 0.10 0.84 -0.2066
C -0.17 0.83 0.70 -0.1942
C -1.24 0.74 1.53 0.0572
H 2.91 -0.47 -0.16 0.0633
H 1.94 0.79 -0.88 0.0262
H 1.07 -0.44 1.71 0.0776
H -0.21 1.39 -0.13 0.0551
H -1.28 0.38 2.49 0.0323
H -2.16 1.15 1.35 0.0221
C -0.99 -1.02 -1.89 -0.5849
S -0.05 -2.21 -1.37 0.6305
H -2.18 -1.20 -1.76 0.0620
H -0.68 -0.15 -2.29 -0.0454
```


x) DFT (ωB97M-V with the def2-TZVPD basis set) results for C5H8S in the gas phase.

Properties
Orbital gap: 0.3617 Ha
SMILES: C=C(C)[C@H]1CS1
Highest occupied orbital energy: -0.3243 hartree

XYZ file:
```
14
Properties=species:S:1:pos:R:3:lowdin_charge:R:1
C 1.34 0.99 -0.39 0.0535
C 0.59 -0.03 -0.01 -0.3928
C 0.99 -1.47 -0.03 -0.0891
C -0.83 0.07 0.52 -0.5884
C -1.91 0.95 -0.04 -0.4837
S -2.11 -0.72 -0.37 0.8832
H 1.11 2.03 -0.21 0.0631
H 2.35 0.86 -0.78 0.0637
H 0.26 -2.07 -0.59 0.0622
H 1.14 -1.87 0.98 0.0922
H 1.94 -1.62 -0.56 0.0809
H -0.83 -0.17 1.58 0.1101
H -2.45 1.47 0.74 0.0768
H -1.60 1.58 -0.85 0.0685
```


Most stable = x)


w) DFT (ωB97M-V with the def2-TZVPD basis set) results for a molecular structure, C12H14CrI2N2.

Properties
Orbital gap (alpha / beta): 0.2677 / 0.1918 Ha
⟨S²⟩: 6.045
Spin multiplicity: 5
Highest occupied orbital energy (alpha / beta): -0.2986 / -0.3001 hartree

XYZ file:
```
31
Properties=species:S:1:pos:R:3:lowdin_charge:R:1
C 0.24 1.42 3.01 -0.2504
C 0.22 -1.35 3.08 -0.2464
H 1.27 1.76 3.00 -0.0053
H -0.04 1.02 3.98 0.0121
H -0.46 2.23 2.74 -0.0122
H 0.40 -2.32 2.62 0.0026
H 1.08 -1.08 3.69 0.0026
H -0.69 -1.35 3.67 -0.0142
C 0.18 2.65 -0.12 -0.0965
C 0.26 3.46 -1.25 -0.0260
C 0.17 2.85 -2.50 -0.0352
C 0.01 1.47 -2.58 0.0111
H 0.26 3.07 0.88 0.1091
H 0.40 4.53 -1.15 0.1132
H 0.24 3.44 -3.41 0.1149
H -0.05 0.98 -3.54 0.1072
N 0.01 1.33 -0.19 -0.0154
C -0.07 0.72 -1.40 -0.2039
C -0.22 -0.74 -1.39 -0.2019
N -0.18 -1.34 -0.17 -0.0155
C -0.30 -2.67 -0.09 -0.0975
C -0.48 -2.88 -2.47 -0.0358
C -0.45 -3.49 -1.21 -0.0262
H -0.26 -3.09 0.91 0.1056
H -0.53 -4.56 -1.10 0.1131
C -0.37 -1.50 -2.55 0.0106
H -0.40 -1.01 -3.52 0.1070
H -0.60 -3.48 -3.37 0.1148
Cr 0.09 0.00 1.54 -0.1102
I 2.82 -0.15 1.06 0.1667
I -2.56 0.11 1.82 0.3021
```


x) DFT (ωB97M-V with the def2-TZVPD basis set) results for a molecular structure, C12H14CrI2N2.

Properties
Orbital gap (alpha / beta): 0.2532 / 0.2450 Ha
⟨S²⟩: 6.041
Spin multiplicity: 5
Highest occupied orbital energy (alpha / beta): -0.2872 / -0.2948 hartree

XYZ file:
```
31
Properties=species:S:1:pos:R:3:lowdin_charge:R:1
C 0.19 1.18 3.06 -0.3271
C 0.29 -1.10 3.13 -0.3332
H 1.22 1.55 3.10 -0.0078
H -0.11 0.86 4.05 0.0190
H -0.40 2.08 2.85 -0.0087
H 0.43 -2.11 2.76 0.0046
H 1.15 -0.91 3.77 0.0067
H -0.63 -1.15 3.73 -0.0121
C 0.20 2.63 -0.13 -0.0833
C 0.26 3.45 -1.25 -0.0246
C 0.17 2.88 -2.52 -0.0299
C 0.00 1.50 -2.64 0.0146
H 0.27 3.01 0.90 0.1206
H 0.38 4.52 -1.09 0.1126
H 0.22 3.49 -3.41 0.1145
H -0.08 0.99 -3.59 0.1083
N 0.04 1.31 -0.27 -0.0487
C -0.07 0.72 -1.49 -0.1946
C -0.22 -0.74 -1.48 -0.1963
N -0.19 -1.33 -0.26 -0.0582
C -0.30 -2.66 -0.11 -0.0887
C -0.49 -2.91 -2.49 -0.0301
C -0.45 -3.48 -1.22 -0.0242
H -0.28 -3.03 0.92 0.1185
H -0.53 -4.55 -1.05 0.1127
C -0.37 -1.53 -2.62 0.0148
H -0.40 -1.01 -3.58 0.1080
H -0.61 -3.53 -3.38 0.1143
Cr 0.09 -0.02 1.30 -0.2664
I 2.63 -0.23 1.20 0.3689
I -2.41 0.12 1.80 0.3956
```


Most stable = w)


w) DFT (ωB97M-V with the def2-TZVPD basis set) results for C5H8OS in the gas phase.

Properties
Orbital gap: 0.3377 Ha
SMILES: C=CS[C@H]1C[C@H]1O
Highest occupied orbital energy: -0.3029 hartree

XYZ file:
```
15
Properties=species:S:1:pos:R:3:lowdin_charge:R:1
C -1.15 2.84 0.58 -0.1202
C -0.79 1.48 0.66 -0.5590
S 0.55 0.95 -0.27 0.9558
C 0.99 -0.76 0.29 -0.4842
C -0.08 -1.85 0.15 -0.0899
C 1.05 -1.60 -0.90 -0.3868
O 1.08 -0.90 -2.13 -0.0561
H -1.95 3.06 1.36 0.0472
H -0.81 3.72 -0.14 0.0938
H -1.58 0.86 1.16 0.0896
H 1.83 -0.75 1.08 0.1310
H -1.31 -1.79 0.02 0.1632
H 0.12 -2.61 0.97 0.1030
H 1.69 -2.36 -0.75 0.0989
H 0.36 -0.28 -2.09 0.0138
```


x) DFT (ωB97M-V with the def2-TZVPD basis set) results for C5H8OS in the gas phase.

Properties
Orbital gap: 0.3255 Ha
SMILES: C1=CSCCCO1
Highest occupied orbital energy: -0.2986 hartree

XYZ file:
```
15
Properties=species:S:1:pos:R:3:lowdin_charge:R:1
C -0.87 1.35 0.10 -0.1680
C 0.49 1.46 0.19 -0.4185
S 1.72 0.25 -0.16 0.8711
C 1.11 -1.50 0.16 -0.3773
C -0.35 -1.11 -0.03 -0.3021
C -1.86 -1.01 0.00 -0.1518
O -2.00 0.46 -0.15 -0.1464
H -1.23 2.31 0.00 0.0857
H 0.97 2.35 0.50 0.0493
H 1.27 -1.93 1.13 0.0652
H 1.65 -2.15 -0.56 0.0793
H -0.32 -0.46 -0.87 0.0597
H -0.26 -0.32 0.76 0.0663
H -2.20 -1.33 1.10 0.1536
H -2.55 -1.20 -0.86 0.1337
```


Most stable = w)


w) DFT (ωB97M-V with the def2-TZVPD basis set) results for C5H8OS in the gas phase.

Properties
Orbital gap: 0.3098 Ha
SMILES: CC1(C)OCC1=S
Highest occupied orbital energy: -0.3214 hartree

XYZ file:
```
15
Properties=species:S:1:pos:R:3:lowdin_charge:R:1
C -0.14 1.43 0.74 -0.0340
C -0.08 0.24 -0.26 -0.6077
C 0.58 0.33 -1.63 -0.0482
O -1.31 -0.53 -0.38 -0.1086
C -0.97 -1.48 0.61 -0.1580
C 0.43 -0.90 0.71 -0.6832
S 2.00 -1.13 1.19 0.6957
H 0.94 1.76 1.03 0.1081
H -0.51 0.73 1.63 0.0990
H -0.91 2.34 0.63 0.1203
H 1.26 -0.66 -1.89 0.1174
H -0.39 0.56 -2.39 0.1548
H 1.52 1.00 -1.57 0.0862
H -1.57 -1.37 1.55 0.1547
H -0.85 -2.31 0.03 0.1033
```


x) DFT (ωB97M-V with the def2-TZVPD basis set) results for C5H8OS in the gas phase.

Properties
Orbital gap (alpha / beta): 0.2129 / 0.2128 Ha
Highest occupied orbital energy (alpha / beta): -0.2691 / -0.2690 hartree

XYZ file:
```
15
Properties=species:S:1:pos:R:3:lowdin_charge:R:1
C 0.68 1.00 -0.41 -0.3144
C 1.48 0.05 -0.72 -0.1840
C -2.29 -0.47 -0.25 -0.5415
C -1.72 0.64 0.76 -0.3762
C 2.74 -0.30 -0.04 -0.0943
O -1.37 -1.22 -0.79 -0.2501
S -0.72 1.85 -0.18 1.0478
H 1.02 -0.81 -1.23 0.1377
H -3.00 -0.98 0.41 0.1062
H -2.80 0.13 -1.04 0.0930
H -2.38 1.20 1.29 0.0193
H -0.97 0.16 1.42 0.0922
H 3.74 0.05 -0.39 0.0927
H 2.76 -1.35 0.10 0.0608
H 2.82 0.05 1.06 0.1109
```


y) DFT (ωB97M-V with the def2-TZVPD basis set) results for C5H8OS in the gas phase.

Properties
Orbital gap: 0.3577 Ha
SMILES: S[C@H]1[C@H]2COC[C@@H]12
Highest occupied orbital energy: -0.3268 hartree

XYZ file:
```
15
Properties=species:S:1:pos:R:3:lowdin_charge:R:1
S 2.56 -0.51 -0.09 0.7346
C 1.18 0.74 0.06 -0.5264
C -0.09 0.87 -0.61 -0.2810
C -0.75 -0.41 -1.17 -0.1281
O -0.49 -1.36 -0.14 -0.1660
C -0.59 -0.70 1.01 -0.3134
C -0.12 0.67 0.88 -0.1909
H 1.73 -1.54 -0.02 -0.1645
H 1.52 1.85 -0.10 0.1398
H -0.40 1.79 -1.08 0.1394
H -1.94 -0.21 -1.22 0.1620
H -0.37 -0.71 -2.18 0.1334
H -0.13 -1.21 1.92 0.1524
H -1.75 -0.78 1.20 0.1570
H -0.37 1.51 1.56 0.1516
```


Most stable = y)


w) DFT (ωB97M-V with the def2-TZVPD basis set) results for C19H17FN4O4 in the gas phase.

Properties
Orbital gap: 0.2929 Ha
SMILES: O=C(O)CCCc1ccc(NC(=O)c2nnc(Nc3ccccc3F)o2)cc1
Highest occupied orbital energy: -0.2972 hartree

XYZ file:
```
45
Properties=species:S:1:pos:R:3:lowdin_charge:R:1
O -5.01 -4.03 -2.76 0.1228
C -5.84 -3.20 -2.71 -0.5458
O -7.17 -3.53 -2.66 0.0890
C -5.49 -1.73 -2.75 -0.0508
C -4.44 -1.28 -1.56 -0.1126
C -4.62 0.24 -1.36 -0.1731
C -3.34 0.74 -0.82 -0.2629
C -3.27 1.07 0.56 -0.0150
C -2.05 1.46 1.04 0.0083
C -0.96 1.64 0.10 -0.1883
N 0.35 2.04 0.49 0.1200
C 0.84 2.58 1.65 -0.4399
O -0.01 3.06 2.35 0.1075
C 2.20 2.61 1.94 -0.2141
N 2.81 3.34 2.88 0.1206
N 4.03 2.91 3.07 0.0971
C 4.30 2.16 2.02 -0.3402
N 5.42 1.47 2.08 0.1381
C 5.36 0.23 1.49 -0.2418
C 5.81 0.03 0.21 -0.0100
C 6.01 -1.31 -0.19 -0.0635
C 5.74 -2.49 0.60 -0.0292
C 5.31 -2.24 1.97 0.0339
C 4.99 -0.84 2.32 -0.1333
F 4.48 -0.47 3.56 0.0443
O 3.18 1.97 1.20 0.1550
C -1.05 1.22 -1.21 -0.0427
C -2.27 0.82 -1.68 -0.0694
H -7.18 -4.48 -2.63 0.1055
H -6.48 -1.19 -2.65 0.1341
H -5.04 -1.57 -3.68 0.0962
H -4.65 -1.78 -0.69 0.0868
H -3.49 -1.55 -1.83 0.0805
H -5.52 0.57 -0.86 0.1174
H -4.68 0.68 -2.42 0.1342
H -4.08 0.90 1.22 0.1029
H -1.87 1.64 2.10 0.1093
H 1.00 2.06 -0.28 0.1304
H 5.60 1.44 3.05 0.1411
H 5.96 0.84 -0.47 0.1158
H 6.47 -1.27 -1.14 0.0858
H 5.90 -3.50 0.34 0.0758
H 5.27 -3.01 2.74 0.1066
H -0.13 1.19 -1.90 0.1441
H -2.39 0.56 -2.73 0.1295
```


x) DFT (ωB97M-V with the def2-TZVPD basis set) results for C19H17FN4O4 in the gas phase.

Properties
Orbital gap: 0.3221 Ha
SMILES: O=C(O)CCCc1ccc(NC(=O)c2nnc(Nc3ccccc3F)o2)cc1
Highest occupied orbital energy: -0.3152 hartree

XYZ file:
```
45
Properties=species:S:1:pos:R:3:lowdin_charge:R:1
O -1.28 -4.90 7.68 0.0519
C -1.58 -3.71 7.43 -0.4554
O -0.84 -2.63 7.87 0.0935
C -2.84 -3.44 6.62 -0.1030
C -2.56 -2.52 5.42 -0.1660
C -1.65 -3.24 4.37 -0.1540
C -1.42 -2.39 3.13 -0.2260
C -0.55 -1.31 3.19 -0.0330
C -0.28 -0.52 2.02 -0.0129
C -0.89 -0.81 0.78 -0.2038
N -0.50 -0.04 -0.35 0.1308
C -0.77 -0.29 -1.70 -0.3651
O -1.61 -1.11 -2.01 0.0922
C -0.05 0.49 -2.77 -0.2143
N -0.34 0.53 -4.03 0.1163
N 0.49 1.40 -4.67 0.1007
C 1.35 1.81 -3.76 -0.3347
N 2.39 2.72 -3.95 0.1519
C 2.68 3.46 -5.13 -0.1502
C 2.32 3.01 -6.39 -0.0278
C 2.50 3.79 -7.56 -0.0818
C 3.14 5.00 -7.46 -0.0824
C 3.60 5.44 -6.20 -0.0159
C 3.37 4.72 -5.06 -0.2072
F 3.71 5.23 -3.85 0.0596
O 1.08 1.26 -2.56 0.1316
C -1.77 -1.92 0.75 -0.0172
C -2.02 -2.72 1.87 -0.0206
H -0.11 -3.02 8.37 0.1177
H -3.26 -4.39 6.28 0.1222
H -3.61 -3.03 7.27 0.1210
H -2.08 -1.58 5.71 0.1085
H -3.46 -2.27 4.88 0.1112
H -2.07 -4.20 4.12 0.1132
H -0.70 -3.49 4.79 0.1075
H 0.00 -1.10 4.11 0.1157
H 0.43 0.28 2.06 0.0975
H 0.12 0.72 -0.17 0.1261
H 2.75 3.10 -3.09 0.1412
H 1.78 2.05 -6.55 0.1115
H 2.19 3.39 -8.52 0.1072
H 3.31 5.58 -8.35 0.1027
H 4.06 6.40 -6.11 0.1099
H -2.37 -2.20 -0.18 0.1209
H -2.66 -3.57 1.69 0.1090
```


Most stable = x)


w) DFT (ωB97M-V with the def2-TZVPD basis set) results for 2 unconnected molecules or ions with the total composition C3H9NSi.

Properties
Orbital gap: 0.3000 Ha
Highest occupied orbital energy: -0.2803 hartree

XYZ file:
```
14
Properties=species:S:1:pos:R:3:lowdin_charge:R:1
C 2.87 -0.17 -1.05 -0.2281
C 2.39 -0.23 0.16 -0.2133
C -2.46 -0.18 -0.09 -0.2381
N -1.48 -0.08 0.99 -0.2968
Si -0.10 0.89 0.64 0.7137
H 3.93 -0.68 -1.37 0.0886
H 2.33 0.18 -1.96 0.0208
H 2.94 -0.42 1.08 -0.0152
H -2.01 -0.50 -1.08 0.0725
H -3.27 -0.83 0.22 0.0609
H -2.86 0.88 -0.50 0.1008
H -1.87 -0.22 1.93 0.0793
H -0.19 1.74 1.81 -0.0907
H 0.42 1.46 -0.72 -0.0545
```


x) DFT (ωB97M-V with the def2-TZVPD basis set) results for 2 unconnected molecules or ions with the total composition C3H9NSi.

Properties
Orbital gap: 0.3614 Ha
Highest occupied orbital energy: -0.3369 hartree

XYZ file:
```
14
Properties=species:S:1:pos:R:3:lowdin_charge:R:1
C -2.05 -0.16 0.71 -0.0255
C -1.35 -0.16 -0.42 -0.3307
C -0.21 0.71 -0.72 -0.3391
N 1.85 -1.18 -0.22 -0.1381
Si 1.40 0.42 0.23 0.4755
H -2.86 -0.85 0.88 0.0493
H -1.84 0.55 1.49 0.0532
H -1.61 -0.86 -1.20 0.0961
H -0.65 2.21 -0.24 0.2043
H -0.08 0.89 -1.78 0.0325
H 1.13 -1.86 -0.40 0.0178
H 2.64 -1.63 0.24 0.0146
H 2.46 1.30 -0.24 -0.0551
H 1.17 0.61 1.67 -0.0549
```


y) DFT (ωB97M-V with the def2-TZVPD basis set) results for 2 unconnected molecules or ions with the total composition C3H9NSi.

Properties
Orbital gap: 0.3929 Ha
SMILES: C[SiH2]N.C#C
Highest occupied orbital energy: -0.3520 hartree

XYZ file:
```
14
Properties=species:S:1:pos:R:3:lowdin_charge:R:1
C 0.11 -1.59 -0.33 -0.2399
Si -1.18 -0.28 -0.65 0.4227
N -2.01 0.08 0.78 -0.1945
H -0.11 -2.46 -0.88 -0.0016
H 1.12 -1.48 -0.45 -0.0325
H -0.12 -1.85 0.74 0.0415
H -0.35 0.95 -0.85 -0.0450
H -2.23 -0.63 -1.61 -0.0591
H -2.75 0.76 0.96 0.0205
H -2.46 -0.82 1.21 0.0703
C 3.76 -0.19 0.19 -0.0296
C 3.14 0.69 0.73 -0.0130
H 4.64 -0.64 -0.41 0.0678
H 2.39 1.08 1.31 -0.0077
```


Most stable = x)